16
Properties=species:S:1:pos:R:3:forces:R:3 method="wB97M-V/def2-TZVPD" energy_ha=-288.694618 charge=0 relative_energy_ev=2.3789 lumo_ev=1.07 e_homo_ev=-7.46
N -0.47994 -1.51511 0.43698 -0.98 2.64 0.81
C 0.50988 -0.42352 0.47627 -1.07 0.36 2.37
C 1.68471 -0.55514 -0.43455 -0.91 1.71 -0.20
C 0.02476 2.04875 0.26654 0.14 -0.90 -0.65
C -0.36838 0.74295 0.02730 0.46 3.95 1.05
C -1.72449 0.32085 -0.44036 3.47 -2.73 2.21
C -1.68407 -0.99928 -0.04402 -2.29 -1.16 -1.81
H 0.88942 -0.31595 1.57836 -0.77 0.09 -1.84
H 1.25044 -0.89398 -1.36875 0.81 -0.03 -0.55
H 0.87488 2.36261 0.88495 0.10 -0.90 -0.25
H -0.33393 2.96298 -0.21854 -0.89 -0.68 0.15
H -2.51863 -1.79302 -0.19593 1.38 1.62 0.48
H 2.10074 0.46385 -0.45974 -0.23 -0.20 -0.73
H 2.47938 -1.08510 -0.02124 1.09 -1.78 0.39
H -0.19932 -2.33618 0.02731 0.75 -2.40 -0.92
H -2.50544 1.01528 -0.51457 -1.05 0.40 -0.52

***

16
Properties=species:S:1:pos:R:3:forces:R:3 method="wB97M-V/def2-TZVPD" energy_ha=-288.678284 charge=0 relative_energy_ev=2.8234 lumo_ev=1.02 e_homo_ev=-9.40
N -2.28879 -0.53735 -1.39542 -0.24 -0.13 -0.05
C 1.71314 0.11018 1.04598 -0.31 -0.27 -0.30
C -1.38121 -0.60808 -0.25737 0.09 -0.03 0.20
C -1.74038 0.70083 -0.83536 0.07 0.28 0.06
C 2.56939 0.92222 1.91123 0.07 0.05 0.07
C 0.98573 -0.53481 0.33318 0.30 0.30 0.30
C -0.00988 -1.20292 -0.51340 -0.01 -0.01 -0.06
H -0.02029 -2.28387 -0.32669 0.01 0.16 -0.01
H -1.80138 -0.84106 0.72143 0.04 0.04 -0.17
H 0.23148 -1.06594 -1.57440 -0.01 0.00 0.16
H -2.38998 1.35620 -0.25868 0.07 -0.13 -0.11
H 2.23951 0.85813 2.95337 0.05 0.00 -0.15
H 3.61309 0.59537 1.86578 -0.16 0.02 -0.01
H -1.02460 1.21680 -1.47254 -0.11 -0.12 0.09
H -3.25122 -0.66757 -1.09724 0.11 0.00 -0.05
H 2.53071 1.97516 1.61148 0.01 -0.17 0.04

***

16
Properties=species:S:1:pos:R:3:forces:R:3 method="wB97M-V/def2-TZVPD" energy_ha=-288.706398 charge=0 relative_energy_ev=2.0584 lumo_ev=0.99 e_homo_ev=-7.63
N 0.58410 1.34967 0.34296 0.20 -0.04 0.16
C -0.15183 -0.68195 0.72234 0.60 -0.14 -0.01
C 2.22153 -0.51049 -0.20258 0.26 0.00 0.16
C 0.95605 0.01852 0.37819 0.25 -0.10 0.33
C -1.28726 0.17137 0.62415 0.40 -0.19 -0.63
C -0.77111 1.46141 0.52372 0.05 -0.09 -0.29
C -2.11653 -0.51394 -0.46905 -0.71 0.21 0.03
H -1.20508 2.45442 0.60177 -0.16 -0.35 -0.47
H -2.70140 -1.37076 -0.14075 -0.29 0.13 0.12
H 1.21536 2.11061 0.15332 -0.07 -0.01 0.26
H 2.27563 -1.58088 0.02021 0.12 0.22 0.00
H 2.22648 -0.41208 -1.30094 -0.02 0.07 0.34
H 3.11145 -0.01746 0.19422 0.08 -0.08 -0.06
H -0.26429 -1.75717 0.78019 0.27 0.05 -0.24
H -2.70521 0.19965 -1.02973 -0.56 0.04 0.07
H -1.38789 -0.92092 -1.19804 -0.43 0.28 0.23

***

16
Properties=species:S:1:pos:R:3:forces:R:3 method="wB97M-V/def2-TZVPD" energy_ha=-288.667634 charge=0 relative_energy_ev=3.1132 lumo_ev=0.86 e_homo_ev=-8.13
N 1.72962 1.10944 0.04794 0.59 -2.39 -0.89
C 0.69683 0.09515 -0.06162 -5.05 1.16 -0.31
C 2.62246 0.12421 -0.06957 -1.91 2.61 1.35
C 1.69040 -1.03532 -0.02835 -0.09 -1.19 -0.06
C -1.31509 1.59532 -0.03546 -0.08 1.00 0.96
C -0.73671 0.22023 -0.08251 6.45 0.57 -0.73
C -1.57985 -0.96014 -0.03019 -1.61 -2.23 -1.05
H 1.85803 -1.74321 -0.87075 -0.71 0.29 0.58
H 1.47325 -1.54974 0.94390 1.08 0.10 -0.75
H -1.87890 1.95047 -0.97977 1.05 -0.55 1.53
H -2.48893 -0.97699 -0.71938 1.35 0.23 0.33
H 3.65030 0.36330 -0.11280 1.19 -0.41 -0.03
H -2.07313 -1.03446 0.91572 -0.31 0.18 1.06
H -0.55601 2.36239 0.40674 -1.27 -1.28 -1.39
H -1.06922 -1.95963 -0.11743 -0.17 1.15 -0.25
H -2.02304 1.43898 0.79352 -0.51 0.76 -0.34

***

16
Properties=species:S:1:pos:R:3:forces:R:3 method="wB97M-V/def2-TZVPD" energy_ha=-288.675763 charge=0 relative_energy_ev=2.8920 lumo_ev=1.03 e_homo_ev=-9.54
N 0.98362 -0.12163 1.69861 0.26 0.03 0.08
C 1.27061 -0.50433 -0.81860 0.02 -0.03 -0.06
C 0.42958 -0.03267 0.35117 -0.02 -0.02 -0.16
C -1.48604 0.98126 -0.83324 -0.38 -0.09 -0.31
C -0.11048 -1.01802 1.31271 -0.23 -0.21 0.00
C -0.38115 1.23154 0.10012 0.02 0.03 0.06
C -2.38982 0.72696 -1.58827 0.37 0.09 0.31
H 2.26101 -0.03208 -0.80973 -0.17 0.00 0.02
H 1.40908 -1.59014 -0.81014 0.02 0.15 0.07
H -0.77305 1.58235 1.06030 0.02 -0.03 -0.13
H 0.10386 -2.06947 1.12926 0.01 0.18 0.05
H -3.19687 0.49930 -2.24950 0.15 0.07 0.11
H -1.05416 -0.82915 1.82180 0.14 -0.01 -0.12
H 1.87756 -0.60778 1.68903 -0.14 0.03 -0.04
H 0.26946 2.02526 -0.28980 -0.09 -0.12 0.03
H 0.78679 -0.24142 -1.76372 0.02 -0.08 0.09

***

16
Properties=species:S:1:pos:R:3:forces:R:3 method="wB97M-V/def2-TZVPD" energy_ha=-288.481153 charge=0 relative_energy_ev=8.1876 lumo_ev="0.08 / -0.50" e_homo_ev="-7.77 / -7.66"
N -0.48708 -0.47183 0.26504 -0.02 -1.36 -0.06
C 2.52042 0.54040 -0.45435 -2.00 0.75 0.88
C -1.65868 0.02071 0.18720 -0.69 1.21 -0.59
C 0.02494 0.88465 -0.16542 -1.24 0.58 0.03
C -1.21654 1.50329 -0.08390 3.08 -1.72 -0.05
C -3.02513 -0.63157 0.10542 -0.13 0.36 1.90
C 2.66130 -0.76907 0.17975 -2.30 -0.03 0.24
H 2.24527 1.41545 0.13169 1.01 0.10 -0.30
H -3.75391 -0.00478 -0.53033 1.34 -1.50 0.50
H 3.47108 -0.94587 0.85502 0.64 0.34 0.56
H -2.82408 -1.73466 -0.06343 -0.86 1.37 -0.30
H -3.47867 -0.53013 1.17400 0.70 -0.25 -1.62
H 2.65186 0.56430 -1.51507 -0.06 0.66 -0.39
H 1.66878 -0.84758 0.75896 1.44 -0.66 -0.65
H 2.71792 -1.49492 -0.61729 -0.18 -0.59 0.11
H -1.51748 2.50160 -0.22729 -0.72 0.75 -0.25

***

16
Properties=species:S:1:pos:R:3:forces:R:3 method="wB97M-V/def2-TZVPD" energy_ha=-288.748975 charge=0 relative_energy_ev=0.8998 lumo_ev=0.81 e_homo_ev=-9.67
N 0.60544 -3.15378 0.05330 -0.76 0.90 -0.37
C -0.16947 0.28204 1.58967 -0.04 0.00 -0.01
C -0.40750 0.06678 -0.89083 0.03 0.04 -0.09
C 1.23227 1.71290 0.13619 0.09 0.11 -0.01
C -0.13358 -2.32995 -0.28601 0.67 -0.91 0.36
C 0.17944 0.66155 0.36750 0.01 0.04 0.04
C -1.07462 -1.30197 -0.73873 -0.14 0.05 -0.01
H 2.20932 1.24458 -0.01474 -0.04 0.00 -0.04
H -1.49370 -1.62638 -1.69708 0.09 0.05 0.11
H -1.91226 -1.25402 -0.03570 0.13 -0.04 -0.04
H 0.29915 0.70581 2.46772 -0.01 0.13 -0.02
H -0.92014 -0.47106 1.77987 0.01 -0.13 -0.04
H -1.14522 0.76130 -1.31102 0.08 -0.03 0.04
H 1.02598 2.30859 -0.75630 -0.07 -0.06 0.00
H 1.31716 2.40436 0.97570 -0.01 -0.13 0.02
H 0.38772 -0.01072 -1.63954 -0.03 -0.01 0.04

***

16
Properties=species:S:1:pos:R:3:forces:R:3 method="wB97M-V/def2-TZVPD" energy_ha=-288.665268 charge=0 relative_energy_ev=3.1776 lumo_ev=1.06 e_homo_ev=-9.26
N -2.16065 -1.11703 -1.27088 -0.10 -0.19 0.10
C 1.75969 0.58603 1.11535 -0.32 -0.15 -0.33
C -1.28714 -0.12999 -0.64855 0.16 0.14 0.13
C 0.21037 -0.42858 -0.74765 -0.13 0.02 -0.18
C 1.05745 0.33586 0.16991 0.26 0.09 0.43
C -2.13181 0.23696 -1.81752 0.01 0.19 -0.13
C 2.56469 0.55605 2.33278 0.06 0.05 0.02
H -2.98894 -1.27589 -0.70435 0.08 0.06 -0.14
H -3.00160 0.87823 -1.66393 0.28 -0.11 0.06
H 3.57261 0.94622 2.17277 -0.11 -0.01 0.05
H -1.68233 0.32800 -2.80568 -0.03 -0.08 0.20
H -1.60750 0.30100 0.30160 0.13 -0.19 -0.13
H 0.53690 -0.38617 -1.79184 -0.01 0.18 0.13
H 0.43051 -1.44623 -0.41122 -0.51 -0.20 -0.26
H 2.63812 -0.49971 2.62524 0.12 0.28 0.13
H 2.08964 1.11525 3.14397 0.11 -0.06 -0.10

***

16
Properties=species:S:1:pos:R:3:forces:R:3 method="wB97M-V/def2-TZVPD" energy_ha=-288.560985 charge=0 relative_energy_ev=6.0152 lumo_ev=1.10 e_homo_ev=-8.54
N -1.66772 0.32046 1.01780 -5.03 -4.31 -7.63
C -0.78454 0.65664 -0.17591 1.90 1.54 4.77
C 0.17879 -1.52891 -0.22394 -0.22 0.05 -1.04
C 0.63181 -0.90585 0.85347 3.10 -1.16 3.14
C -0.05593 -0.31800 -1.09200 -1.20 -0.15 -0.96
C 1.22786 0.51711 -0.86497 -0.07 3.14 -0.33
C 0.63291 0.65814 0.52377 -0.71 -4.71 -1.41
H -0.45180 -0.34134 -2.08407 -0.29 -0.76 -0.70
H 2.09132 -0.11825 -0.98943 0.68 0.60 -0.15
H -0.68320 1.52487 -0.82308 -2.10 1.16 0.60
H 1.26777 1.71056 -1.16973 0.18 -3.25 -0.56
H 1.30898 -1.36931 1.74781 -2.28 1.10 -2.00
H -1.88030 0.62982 1.88136 0.59 2.62 3.07
H 1.01867 1.25852 1.25737 0.60 1.79 1.77
H -0.09927 -2.52543 -0.60465 0.69 0.45 0.91
H -2.73533 -0.16903 0.74619 4.15 1.89 0.55

***

16
Properties=species:S:1:pos:R:3:forces:R:3 method="wB97M-V/def2-TZVPD" energy_ha=-288.680700 charge=0 relative_energy_ev=2.7577 lumo_ev=1.04 e_homo_ev=-8.76
N 0.59274 -0.51985 -2.26081 -0.38 0.17 -0.13
C -0.41252 0.78698 -0.51860 0.03 0.22 -0.24
C -0.66903 -0.04642 0.71527 0.31 0.04 0.07
C -0.34677 0.27029 -1.92054 0.08 -0.05 0.09
C 0.57081 0.20601 0.45544 -0.22 -0.08 0.11
C 2.02807 0.03680 0.64968 0.07 0.03 0.05
C -1.73389 -0.53578 1.62194 -0.01 -0.01 -0.01
H -2.33345 0.31268 1.97362 0.06 -0.13 -0.07
H -1.08043 0.67481 -2.63682 0.14 -0.11 0.09
H 2.57739 0.87881 0.22038 -0.09 -0.08 0.08
H 0.54539 -0.73321 -3.25842 -0.07 -0.05 0.13
H -0.67316 1.85674 -0.48164 0.13 -0.20 -0.01
H -1.29412 -1.02565 2.49626 -0.08 0.03 -0.16
H -2.41413 -1.23531 1.12628 0.13 0.08 0.02
H 2.34828 -0.86245 0.11264 -0.04 0.15 0.08
H 2.29482 -0.06443 1.70532 -0.05 -0.01 -0.11

***

16
Properties=species:S:1:pos:R:3:forces:R:3 method="wB97M-V/def2-TZVPD" energy_ha=-288.756174 charge=0 relative_energy_ev=0.7039 lumo_ev=1.04 e_homo_ev=-7.80
N 0.56736 -1.29779 -0.09325 -0.12 -0.02 -0.65
C 2.43741 0.07320 0.87335 -0.64 -0.69 0.93
C -1.03477 0.18840 -0.55580 0.30 0.08 0.72
C 0.07588 0.84196 0.06960 -0.87 -0.25 1.84
C -2.44206 0.74667 -0.55034 1.08 0.12 -0.64
C -0.63689 -1.11271 -0.71708 -0.61 0.06 -0.20
C 1.00683 -0.10722 0.43790 0.84 -0.05 -1.70
H 2.85870 0.95706 0.40887 0.16 0.01 0.08
H 1.07952 -2.13784 -0.30349 0.48 0.23 0.38
H -1.10657 -1.91916 -1.25935 -0.11 -0.10 0.28
H -3.11759 -0.09527 -0.46224 -0.46 0.22 -0.12
H 3.03263 -0.81499 0.64445 0.00 0.17 -0.30
H -2.63793 1.38055 -1.41904 -0.26 -0.30 -0.10
H -2.52061 1.40994 0.30637 -0.25 -0.13 0.23
H -0.04513 1.75233 0.65304 0.32 0.27 -0.63
H 2.48322 0.13486 1.96700 0.16 0.37 -0.11

***

16
Properties=species:S:1:pos:R:3:forces:R:3 method="wB97M-V/def2-TZVPD" energy_ha=-288.601809 charge=0 relative_energy_ev=4.9044 lumo_ev="0.48 / 0.48" e_homo_ev="-8.19 / -8.20"
N 1.19044 2.30277 -0.39222 0.18 -1.00 1.34
C -0.12127 0.21390 -0.69310 -0.01 -0.20 -0.04
C 0.47795 1.37564 0.08086 -0.97 0.34 0.50
C -2.55764 -2.14223 1.62848 -0.12 -0.11 0.10
C -0.97843 -0.58431 0.16477 -0.47 -0.64 0.26
C 2.39910 1.55646 -0.79022 0.98 0.70 -0.87
C -1.68714 -1.26145 0.86156 0.30 0.24 -0.36
H 2.93435 2.43079 -1.07020 1.67 -0.10 -0.89
H -3.34698 -1.57798 2.13246 0.09 -0.08 -0.04
H -1.98910 -2.69531 2.38143 -0.09 0.07 -0.07
H 0.30187 1.40757 1.15197 -1.58 0.23 0.31
H -3.02872 -2.86653 0.95659 0.03 0.07 0.13
H 2.35296 0.76343 -1.54476 -0.07 0.36 -0.14
H -0.72760 0.71834 -1.46193 0.09 -0.20 0.14
H 0.57150 -0.43463 -1.23591 0.10 0.16 0.15
H 2.87131 1.14388 0.12415 -0.14 0.16 -0.53

***

17
Properties=species:S:1:pos:R:3:forces:R:3 method="wB97M-V/def2-TZVPD" energy_ha=-343.089548 charge=+1 relative_energy_ev=6.3112 lumo_ev="-6.08 / -6.08" e_homo_ev="-12.61 / -12.61"
N -0.85840 0.21522 0.13366 1.31 1.19 -0.47
N 2.16458 -1.35405 0.06825 -4.22 -2.48 -4.70
C -0.22356 1.21614 -0.44021 -0.75 -2.25 0.06
C -2.93002 -0.93232 0.40268 -1.52 -0.46 -0.85
C -2.23827 0.06070 -0.09088 1.57 2.24 -0.54
C 1.20578 1.36124 -0.19228 -0.02 1.78 -3.52
C 1.77102 0.94727 0.91133 -0.36 -0.50 2.37
C 1.43347 -1.76587 -0.76855 3.75 2.34 4.64
H -0.61339 1.79136 -1.29948 -0.41 0.04 0.71
H 1.73468 1.84209 -1.15980 -0.67 -1.13 2.66
H 2.99331 -1.51066 0.55065 1.78 0.00 1.34
H 0.67039 -1.68664 -1.45989 -1.61 -0.29 -1.35
H 1.21114 0.60494 1.81036 -0.09 0.24 -1.06
H -2.51963 -1.77356 0.92641 0.18 -0.07 0.27
H 2.79682 0.96164 1.12503 1.51 0.46 -0.17
H -2.61841 0.95538 -0.61283 -0.66 -0.82 0.05
H -3.97950 -0.93291 0.09555 0.22 -0.28 0.56

***

17
Properties=species:S:1:pos:R:3:forces:R:3 method="wB97M-V/def2-TZVPD" energy_ha=-343.155427 charge=+1 relative_energy_ev=4.5185 lumo_ev=-4.59 e_homo_ev=-13.96
N 1.84518 -0.64168 -0.03560 -1.78 1.07 0.43
N -0.97164 -0.02926 0.24700 0.75 1.09 -0.08
C 1.11234 -1.65336 -0.17599 0.73 -0.67 -0.22
C 0.33421 -2.66193 -0.32688 0.75 0.40 1.73
C 2.28517 1.65429 0.25481 -4.53 0.45 -0.19
C 1.31100 0.69442 0.17753 0.98 2.70 0.64
C -2.31941 0.40510 0.03777 -0.70 -0.95 0.60
C -0.18159 0.95936 0.23745 1.45 -1.05 -0.22
H 2.84713 -0.56109 -0.09846 0.50 -1.00 -0.42
H 3.27747 1.45392 0.22951 2.97 -0.96 -0.16
H 2.08631 2.74748 0.28298 -0.33 -1.07 0.19
H -2.99980 -0.31890 0.45325 -0.37 -0.03 0.54
H -2.49798 1.40723 0.41865 -0.30 0.10 -0.22
H -0.57951 1.98862 0.18678 0.81 -0.17 0.06
H 0.14172 -3.28597 0.55547 -0.03 0.12 -0.46
H -2.46354 0.28510 -1.01081 -0.41 0.49 -1.02
H -0.25024 -2.70719 -1.19837 -0.49 -0.52 -1.20